1.
{"formula": "C43H39IrN7O2P2S3Te", "method": "ωB97M-V/def2-TZVPD", "de_lowest_kj_mol": 0.0, "homo_lumo_gap_ev": [6.812, 5.531], "lumo_ha": [-0.178, -0.264], "total_energy_ev": -120949.11848, "total_charge": 2, "s_squared": 8.78, "max_force_ev_per_a": 0.76, "spin_multiplicity": 6, "species": ["Ir", "O", "C", "C", "C", "C", "C", "C", "C", "O", "N", "N", "C", "S", "C", "C", "S", "H", "H", "H", "H", "H", "H", "H", "H", "H", "Te", "C", "C", "C", "N", "C", "C", "C", "P", "C", "C", "C", "C", "C", "C", "C", "C", "C", "C", "C", "C", "P", "C", "C", "C", "C", "C", "C", "C", "C", "C", "C", "C", "C", "H", "H", "H", "H", "H", "H", "H", "H", "H", "H", "H", "H", "H", "H", "H", "H", "H", "H", "H", "H", "H", "H", "H", "H", "C", "C", "N", "N", "C", "S", "N", "N", "H", "H", "H", "H", "H", "H"], "positions_angstrom": [[0.8359, 0.9890, 0.3347], [2.6963, -1.8283, 3.6558], [3.9726, -1.4449, 3.5354], [4.8823, -1.9378, 4.4738], [6.2076, -1.5803, 4.3970], [6.6759, -0.7297, 3.3855], [5.7943, -0.2423, 2.4582], [4.4235, -0.5817, 2.5119], [3.4882, -0.0330, 1.5652], [2.2556, -0.2810, 1.6142], [4.0102, 0.7933, 0.5842], [3.0912, 1.2516, -0.2407], [3.5971, 2.1543, -1.0860], [5.2427, 2.6286, -1.0152], [5.1646, 3.5965, -2.5517], [3.7861, 4.2140, -2.6335], [2.5928, 2.8928, -2.2647], [2.1810, -1.4051, 2.9447], [4.5162, -2.5970, 5.2474], [6.9009, -1.9642, 5.1332], [7.7210, -0.4625, 3.3419], [6.1325, 0.4173, 1.6729], [5.3541, 2.9207, -3.3857], [5.9474, 4.3529, -2.5163], [3.5651, 4.6063, -3.6250], [3.6506, 5.0003, -1.8901], [-1.2558, -2.5262, -2.5416], [-2.9515, -3.5591, -1.8279], [-3.8254, -4.0199, -2.8021], [-4.9597, -4.7086, -2.3879], [-5.2575, -4.9357, -1.1158], [-4.4113, -4.4869, -0.1969], [-3.2404, -3.8041, -0.4948], [-1.0828, -1.0036, -1.2026], [-0.5215, -1.1000, 0.5085], [0.1955, -2.7287, 0.7946], [-0.4574, -3.7337, 1.5018], [0.1223, -4.9894, 1.6110], [1.3597, -5.2355, 1.0362], [2.0334, -4.2235, 0.3618], [1.4542, -2.9736, 0.2410], [-1.9462, -0.9582, 1.6197], [-1.6953, -0.7592, 2.9815], [-2.7456, -0.5440, 3.8587], [-4.0525, -0.5080, 3.3818], [-4.3064, -0.6957, 2.0314], [-3.2561, -0.9191, 1.1495], [-0.3171, 0.5244, -1.7764], [0.3610, 0.2133, -3.4202], [1.6913, -0.1952, -3.5116], [2.2411, -0.5035, -4.7450], [1.4659, -0.3924, -5.8920], [0.1414, 0.0139, -5.8077], [-0.4163, 0.3122, -4.5742], [-1.6710, 1.7192, -2.0037], [-3.0067, 1.3266, -1.9876], [-4.0158, 2.2819, -2.0323], [-3.6949, 3.6297, -2.0897], [-2.3619, 4.0278, -2.1186], [-1.3548, 3.0779, -2.0718], [-3.6512, -3.8546, -3.8571], [-5.6613, -5.0879, -3.1204], [-4.6760, -4.6865, 0.8349], [-2.5796, -3.4868, 0.3017], [-1.4041, -3.5356, 1.9905], [-0.3919, -5.7734, 2.1484], [1.8075, -6.2158, 1.1226], [3.0109, -4.4111, -0.0605], [1.9757, -2.1783, -0.2812], [-0.6761, -0.7738, 3.3533], [-2.5483, -0.4089, 4.9133], [-4.8718, -0.3387, 4.0669], [-5.3225, -0.6771, 1.6627], [-3.4555, -1.0718, 0.0963], [2.2885, -0.2858, -2.6100], [3.2694, -0.8300, -4.8144], [1.8947, -0.6276, -6.8563], [-0.4586, 0.0937, -6.7031], [-1.4522, 0.6221, -4.5105], [-3.2591, 0.2741, -1.9497], [-5.0514, 1.9707, -2.0284], [-4.4812, 4.3715, -2.1227], [-2.1122, 5.0787, -2.1762], [-0.3176, 3.3902, -2.0773], [-3.6650, 3.8823, 2.3995], [-2.2013, 4.0519, 2.5224], [-1.5743, 4.9601, 3.1974], [-0.2509, 4.7025, 2.9874], [-0.0358, 3.6563, 2.1924], [1.4498, 3.0309, 1.6645], [-1.2881, 3.2330, 1.8829], [-1.5224, 2.0998, 1.1218], [-4.1597, 4.6308, 3.0115], [-3.9680, 2.8884, 2.7333], [-3.9791, 4.0059, 1.3616], [0.4509, 5.2723, 3.4338], [-1.9345, 1.3689, 1.7009], [-2.1452, 2.3072, 0.3436]], "lowdin_charge": [0.835, 0.099, -0.236, 0.012, -0.032, -0.060, -0.013, -0.075, -0.374, -0.180, 0.063, -0.221, -0.916, 1.040, -0.472, -0.463, 0.974, 0.069, 0.129, 0.120, 0.112, 0.107, 0.090, 0.096, 0.096, 0.092, 1.503, -0.517, -0.132, -0.124, 0.083, -0.123, -0.116, -0.916, 0.830, -0.386, -0.092, -0.046, -0.047, -0.054, -0.120, -0.411, -0.104, -0.058, -0.061, -0.055, -0.103, 0.754, -0.445, -0.140, -0.060, -0.050, -0.055, -0.104, -0.399, -0.096, -0.058, -0.066, -0.063, -0.108, 0.093, 0.117, 0.116, 0.059, 0.104, 0.117, 0.117, 0.115, 0.096, 0.115, 0.116, 0.116, 0.116, 0.088, 0.087, 0.114, 0.117, 0.117, 0.110, 0.090, 0.115, 0.115, 0.114, 0.071, 0.023, -0.303, 0.155, 0.054, -0.711, 0.650, -0.070, 0.107, 0.100, 0.084, 0.087, 0.171, 0.078, 0.089]}

---

2.
{"formula": "C4H5NO2S", "method": "ωB97M-V/def2-TZVPD", "de_lowest_kj_mol": 780.8, "homo_lumo_gap_ev": 8.393, "lumo_ha": -0.009, "total_energy_ev": -20642.08722, "total_charge": 0, "max_force_ev_per_a": 7.13, "species": ["C", "C", "C", "C", "H", "H", "H", "H", "H", "N", "O", "O", "S"], "positions_angstrom": [[1.5784, -0.2733, 0.2285], [0.9443, -1.5831, 0.5395], [0.1952, -0.4680, -0.0155], [-1.3358, 1.0592, -0.8178], [2.0965, 0.0937, 2.2064], [2.1796, -0.5255, -0.7651], [0.8443, -2.2389, 1.5394], [1.4278, -2.3796, -0.2726], [-2.0059, 2.0675, -0.9151], [-1.1879, 0.1932, -1.7095], [1.8242, 0.8176, 1.0776], [-0.3361, -0.7947, -1.3423], [-1.0264, 0.5649, 0.7927]], "nbo_charge": [0.019, -0.466, 0.024, -0.191, 0.451, 0.197, 0.247, 0.251, 0.239, -0.097, -0.636, -0.336, 0.297]}

---

3.
{"formula": "C11H20BrN3O5Ti", "method": "ωB97M-V/def2-TZVPD", "homo_lumo_gap_ev": [2.649, 7.750], "lumo_ha": [0.092, 0.088], "total_energy_ev": -119600.02920, "total_charge": -1, "s_squared": 3.76, "max_force_ev_per_a": 3.17, "spin_multiplicity": 4, "species": ["Ti", "O", "C", "O", "O", "H", "Br", "C", "C", "O", "N", "C", "H", "H", "H", "H", "H", "H", "H", "C", "C", "O", "N", "C", "H", "H", "H", "H", "H", "H", "H", "N", "C", "C", "C", "C", "H", "H", "H", "H", "H"], "positions_angstrom": [[-0.3766, 0.0425, 0.9147], [-1.7509, 4.3109, 1.1182], [-0.5988, 3.5666, 1.0388], [-0.7682, 2.2993, 1.0449], [0.4824, 4.1471, 0.9294], [-2.3461, 3.5483, 1.2765], [-2.2831, -1.8959, 0.6446], [1.3919, -2.4132, -1.7869], [1.4771, -0.9438, -1.4975], [1.3750, -0.5319, -0.3173], [1.8185, -0.1201, -2.5189], [1.8183, 1.3320, -2.3813], [2.3264, -2.9387, -1.5309], [1.2029, -2.5577, -2.8508], [0.6586, -2.9035, -1.1517], [1.8393, -0.4717, -3.4574], [1.0698, 1.7722, -3.0444], [2.7971, 1.7512, -2.6097], [1.5418, 1.6131, -1.3678], [-0.4378, -1.9657, 4.9135], [0.5047, -1.2272, 4.0033], [0.0561, -0.4310, 3.1779], [1.8252, -1.4630, 4.0777], [2.8467, -0.6890, 3.3862], [-1.2274, -2.3769, 4.2885], [-0.8245, -1.2652, 5.6527], [0.0799, -2.7408, 5.4828], [2.1584, -2.0535, 4.8204], [3.6208, -1.3868, 3.0730], [3.3312, 0.0625, 4.0173], [2.4215, -0.1430, 2.5497], [-2.4855, -0.2276, -2.4246], [-2.9427, -0.4083, -3.7035], [-3.0412, 0.8476, -4.2742], [-2.4104, 1.7679, -3.4398], [-2.1056, 1.0775, -2.2798], [-2.4032, -0.9138, -1.6815], [-3.2460, -1.3922, -4.0208], [-3.5612, 1.0759, -5.1943], [-2.1488, 2.8099, -3.5243], [-1.6855, 1.4356, -1.3528]], "nbo_charge": [1.242, -0.716, 0.962, -0.912, -0.716, 0.481, -0.775, -0.704, 0.471, -0.859, -0.628, -0.420, 0.164, 0.197, 0.237, 0.382, 0.188, 0.183, 0.237, -0.697, 0.696, -0.701, -0.581, -0.439, 0.263, 0.238, 0.201, 0.386, 0.200, 0.189, 0.245, -0.511, -0.089, -0.317, -0.332, -0.059, 0.448, 0.202, 0.205, 0.221, 0.217]}

---

4.
{"formula": "C33H19Cl5CoF6N7O5S3", "method": "ωB97M-V/def2-TZVPD", "de_lowest_kj_mol": 0.0, "homo_lumo_gap_ev": [7.512, 5.737], "lumo_ha": [-0.037, -0.102], "total_energy_ev": -204248.93699, "total_charge": 0, "s_squared": 6.01, "max_force_ev_per_a": 0.40, "spin_multiplicity": 5, "species": ["Co", "C", "O", "C", "C", "C", "C", "C", "C", "C", "N", "C", "C", "N", "C", "C", "C", "C", "N", "C", "C", "N", "C", "C", "C", "C", "H", "H", "H", "H", "H", "H", "H", "H", "H", "H", "H", "H", "H", "H", "C", "C", "C", "C", "N", "C", "S", "N", "H", "H", "H", "H", "H", "F", "C", "F", "F", "S", "O", "O", "N", "S", "O", "O", "C", "F", "F", "F", "Cl", "C", "C", "C", "Cl", "C", "Cl", "C", "Cl", "C", "Cl"], "positions_angstrom": [[0.7178, -0.6091, 1.4939], [9.5505, 9.4014, -1.7068], [8.1998, 9.5398, -1.3017], [7.5126, 8.4138, -1.0029], [8.0431, 7.1301, -1.0684], [7.2413, 6.0450, -0.7406], [5.9225, 6.2163, -0.3445], [5.4022, 7.5127, -0.2877], [6.1844, 8.5965, -0.6112], [5.0557, 5.0888, 0.0025], [3.7565, 5.1625, 0.1779], [3.3602, 3.8871, 0.4800], [4.4331, 3.0267, 0.4857], [5.5186, 3.8108, 0.1730], [4.3254, 1.6365, 0.7873], [5.3749, 0.7101, 0.8587], [5.1044, -0.5969, 1.1790], [3.7834, -0.9788, 1.4242], [2.7841, -0.1178, 1.3641], [3.0279, 1.1673, 1.0495], [1.8809, 2.0543, 1.0179], [0.6771, 1.5005, 1.2759], [-0.3854, 2.2831, 1.3495], [-0.3145, 3.6624, 1.1227], [0.8934, 4.2311, 0.8125], [2.0348, 3.4185, 0.7635], [9.9126, 10.4079, -1.8928], [9.6294, 8.8125, -2.6239], [10.1529, 8.9386, -0.9213], [9.0636, 6.9611, -1.3777], [7.6718, 5.0538, -0.8226], [4.3729, 7.6470, 0.0150], [5.7928, 9.6038, -0.5696], [6.4785, 3.5219, 0.1243], [6.3941, 1.0208, 0.6645], [5.8934, -1.3324, 1.2409], [3.5231, -2.0014, 1.6698], [-1.3213, 1.8045, 1.6052], [-1.2165, 4.2534, 1.1893], [0.9907, 5.2907, 0.6167], [-1.5885, -0.8584, 7.3427], [-1.0069, -0.8809, 5.9684], [-1.5509, -1.6333, 4.9365], [-0.9721, -1.5248, 3.6954], [0.0876, -0.7275, 3.4687], [0.5578, -0.0849, 4.5375], [1.9810, 0.9305, 4.3749], [0.0756, -0.1224, 5.7603], [-2.3556, -1.6192, 7.4658], [-2.0335, 0.1217, 7.5224], [-0.8006, -1.0000, 8.0814], [-2.4250, -2.2502, 5.0754], [-1.3576, -2.0620, 2.8400], [-2.6876, -2.4622, -1.3279], [-3.2282, -2.0494, -0.1847], [-4.5503, -2.0889, -0.2917], [-2.8447, -2.8813, 0.7841], [-2.6487, -0.3136, 0.1688], [-1.4326, -0.5367, 0.9413], [-2.5312, 0.3086, -1.1076], [-3.7519, 0.3738, 1.0234], [-3.8436, 0.1586, 2.5913], [-2.9551, 1.0169, 3.3283], [-3.9429, -1.2210, 2.9862], [-5.5263, 0.8593, 2.8436], [-6.4344, 0.1692, 2.1636], [-5.5777, 2.1353, 2.4692], [-5.8125, 0.7830, 4.1459], [1.4617, -3.6663, 2.9805], [1.0015, -3.6982, 1.2894], [0.7971, -2.4932, 0.6360], [0.5694, -2.5932, -0.7303], [0.4617, -1.1069, -1.6338], [0.4525, -3.8008, -1.4086], [0.1353, -3.8433, -3.0993], [0.5998, -4.9885, -0.6935], [0.4414, -6.5034, -1.4938], [0.8973, -4.9409, 0.6655], [1.1321, -6.4044, 1.5452]], "lowdin_charge": [0.661, -0.077, -0.072, -0.279, -0.013, -0.026, -0.159, -0.012, 0.013, -0.257, 0.194, -0.164, -0.124, 0.184, -0.063, 0.015, -0.022, -0.086, 0.046, -0.155, -0.156, 0.061, -0.066, -0.001, 0.031, -0.064, 0.094, 0.096, 0.096, 0.103, 0.106, 0.115, 0.124, 0.148, 0.118, 0.114, 0.100, 0.089, 0.119, 0.124, -0.015, -0.292, 0.008, -0.129, -0.008, -0.786, 0.826, 0.106, 0.081, 0.094, 0.087, 0.123, 0.103, 0.135, -0.661, 0.153, 0.137, 0.583, -0.388, -0.267, -0.284, 0.599, -0.284, -0.276, -0.690, 0.149, 0.143, 0.135, 0.671, -0.684, -0.257, -0.697, 0.713, -0.713, 0.690, -0.705, 0.682, -0.709, 0.672]}

---

5.
{"formula": "C6H16NS", "method": "ωB97M-V/def2-TZVPD", "de_lowest_kj_mol": 166.1, "homo_lumo_gap_ev": 8.582, "lumo_ha": -0.128, "total_energy_ev": -18798.93883, "total_charge": 1, "max_force_ev_per_a": 3.48, "species": ["C", "C", "C", "N", "H", "H", "H", "H", "H", "H", "H", "H", "C", "C", "S", "C", "H", "H", "H", "H", "H", "H", "H", "H"], "positions_angstrom": [[1.6724, 2.3185, 1.3029], [0.9070, 2.0960, 0.0112], [0.0939, 2.8436, -0.7983], [1.0454, 0.6622, -0.4300], [1.5915, 3.3628, 1.6697], [1.3552, 1.6066, 2.0904], [2.7265, 2.1215, 1.0798], [-0.5578, 2.4451, -1.5567], [-0.0331, 3.8595, -0.5234], [1.0120, -0.0240, 0.3318], [1.9931, 0.5561, -0.9004], [0.3634, 0.4125, -1.0943], [-0.4663, -2.9480, 1.4495], [-0.6039, -1.8177, 0.4192], [-2.1994, -2.1486, -0.4627], [-1.8330, -0.8959, -1.8024], [0.5386, -2.8861, 1.8974], [-0.5654, -3.9189, 0.9478], [-1.2255, -2.8746, 2.2414], [0.2088, -1.9732, -0.3070], [-0.6210, -0.7858, 0.7894], [-1.7416, 0.1609, -1.5074], [-0.9556, -1.2052, -2.3920], [-2.7051, -0.9671, -2.4559]], "nbo_charge": [-0.673, 0.148, -0.347, -0.710, 0.274, 0.244, 0.237, 0.226, 0.242, 0.452, 0.447, 0.446, -0.627, -0.524, 0.236, -0.755, 0.213, 0.237, 0.231, 0.186, 0.172, 0.183, 0.207, 0.257]}

---

6.
{"formula": "C12H27BNO8PS2", "method": "ωB97M-V/def2-TZVPD", "homo_lumo_gap_ev": 9.154, "lumo_ha": 0.016, "total_energy_ev": -62388.70151, "total_charge": 0, "max_force_ev_per_a": 1.11, "species": ["C", "C", "O", "O", "C", "P", "C", "B", "O", "O", "N", "C", "C", "O", "C", "C", "O", "H", "H", "H", "H", "H", "H", "H", "H", "H", "H", "H", "H", "H", "H", "H", "C", "S", "O", "C", "H", "H", "H", "H", "H", "H", "C", "S", "O", "C", "H", "H", "H", "H", "H", "H"], "positions_angstrom": [[5.8721, -0.1819, 1.9389], [5.0258, -1.2462, 2.5960], [5.3532, -2.3985, 2.6254], [3.9098, -0.8383, 3.2709], [2.9444, -0.0611, 2.5553], [2.6824, -0.7128, 0.8234], [2.1342, -2.4432, 1.1604], [2.6081, -3.3587, -0.0453], [3.0057, -4.6566, 0.1791], [2.5641, -2.8461, -1.3397], [1.2184, 0.0773, 0.2972], [0.0762, -0.0960, 1.1939], [-0.9723, -1.0539, 0.7062], [-0.0049, 0.4970, 2.2318], [1.3207, 1.3657, -0.2615], [2.4762, 1.6505, -1.1950], [0.4479, 2.1867, -0.1020], [5.2975, 0.6911, 1.6399], [6.3257, -0.6253, 1.0549], [6.6779, 0.1004, 2.6155], [3.2182, 0.9982, 2.5155], [2.0153, -0.1184, 3.1194], [2.5890, -2.7639, 2.0997], [1.0518, -2.5046, 1.2967], [3.8933, -4.8377, -0.1468], [3.3380, -2.3305, -1.5863], [-0.6273, -1.6548, -0.1260], [-1.8179, -0.4536, 0.3711], [-1.3111, -1.6574, 1.5492], [2.1338, 1.4290, -2.2061], [2.6930, 2.7143, -1.1267], [3.3772, 1.0872, -0.9720], [-1.6529, 2.1270, -2.5900], [-2.3850, 0.5205, -2.2975], [-1.2664, -0.4603, -2.1774], [-3.0552, 0.3082, -3.9533], [-1.1450, 2.4298, -1.6770], [-0.9415, 2.0443, -3.4127], [-2.4433, 2.8401, -2.8210], [-2.2412, 0.3480, -4.6769], [-3.7861, 1.0927, -4.1494], [-3.5392, -0.6658, -3.9946], [-5.8234, 2.1665, 1.5710], [-4.6673, 1.3765, 0.4464], [-4.2935, 2.4066, -0.5610], [-5.8694, 0.2937, -0.3366], [-5.2729, 2.9210, 2.1286], [-6.6208, 2.6365, 0.9959], [-6.2270, 1.4226, 2.2580], [-6.6592, 0.8952, -0.7867], [-6.2798, -0.3897, 0.4069], [-5.3469, -0.2716, -1.1057]], "nbo_charge": [-0.738, 0.798, -0.552, -0.529, -0.394, 0.957, -1.140, 1.193, -0.909, -0.935, -0.812, 0.751, -0.736, -0.531, 0.714, -0.722, -0.594, 0.223, 0.241, 0.249, 0.196, 0.237, 0.282, 0.267, 0.503, 0.506, 0.256, 0.258, 0.231, 0.250, 0.239, 0.230, -0.836, 1.257, -1.010, -0.828, 0.274, 0.219, 0.240, 0.230, 0.230, 0.233, -0.828, 1.260, -0.997, -0.833, 0.244, 0.230, 0.227, 0.230, 0.228, 0.238]}